Entry 1:
The following is a quantum chemistry calculation of C3H4CsO4 as an isolated structure, from OMol25.

Last column: Löwdin spin population.
Positions of all 12 atoms, in Å:
O1 3.4859 -0.9140 -0.7826  0.01
C1 2.9290 0.0772 -0.4936  0.01
O2 2.9566 1.2415 -0.2459  0.02
O3 0.4000 -0.0729 0.2742  0.13
C2 -1.1356 -0.9005 0.0633  0.16
C3 -2.1738 0.0413 -0.3749  0.31
O4 -2.2678 1.1904 0.2202  0.27
H1 0.8348 -0.6516 0.9104  0.01
H2 -1.2886 -1.2508 1.0989  0.02
H3 -1.0058 -1.7562 -0.6112  0.01
H4 -2.6987 -0.1217 -1.3300  0.03
Cs1 -0.0361 3.1173 1.2712  0.02

Results
2S+1: 2
<S²>: 0.76
energy relative to the best compared isomer or geometry (same formula, charge and spin): 1.0771 eV
LUMO level (alpha / beta): -0.64 / -0.67 eV
net charge: 0

Entry 2:
The following is a quantum chemistry calculation of C23H29NO4S in the gas phase, from OMol25.

Last column: natural (NBO) charge in e.
Positions of all 58 atoms, in Å:
C1 -1.4362 -2.6774 0.1593  -0.26
O1 -0.5838 -2.1845 -0.8457  -0.53
C2 -1.0395 -1.2047 -1.6799  0.38
C3 -2.3701 -0.8145 -1.7561  -0.39
C4 -2.7940 0.1821 -2.6295  0.24
O2 -4.0963 0.6138 -2.6860  -0.51
C5 -5.0467 0.0193 -1.8393  -0.25
C6 -1.8566 0.7775 -3.4866  0.29
O3 -2.0927 1.7637 -4.4083  -0.52
C7 -3.3831 1.9300 -4.9503  -0.24
C8 -0.5265 0.3815 -3.3887  -0.24
C9 -0.0877 -0.5739 -2.4914  -0.13
C10 1.3813 -0.9070 -2.3593  -0.23
N1 2.1383 -0.1373 -1.3886  -0.44
C11 2.4943 1.2225 -1.7246  -0.21
C12 1.4650 2.2761 -1.2950  -0.42
C13 1.1589 2.1227 0.1923  -0.39
C14 0.6480 0.6991 0.4327  -0.37
C15 0.2312 0.4189 1.8482  0.64
O4 -0.8962 0.0700 2.1307  -0.55
C16 1.2915 0.5640 2.8959  -0.19
C17 1.6259 1.8166 3.3969  -0.19
C18 2.6123 1.9476 4.3590  -0.20
C19 3.2784 0.8291 4.8305  -0.21
C20 2.9353 -0.4252 4.3582  -0.24
C21 1.9361 -0.5581 3.4084  -0.06
S1 1.4853 -2.2014 2.8554  0.19
C22 -0.0137 -2.4136 3.8679  -0.73
C23 1.7659 -0.2853 -0.0109  -0.22
H1 -0.8236 -3.3613 0.7455  0.20
H2 -1.7952 -1.8715 0.8068  0.20
H3 -2.2865 -3.2265 -0.2592  0.17
H4 -3.0913 -1.2849 -1.1105  0.23
H5 -5.9867 0.5234 -2.0608  0.20
H6 -4.7987 0.1692 -0.7835  0.18
H7 -5.1577 -1.0513 -2.0418  0.18
H8 -3.8026 0.9784 -5.2864  0.17
H9 -4.0686 2.3922 -4.2368  0.18
H10 -3.2511 2.5900 -5.8080  0.19
H11 0.1774 0.8639 -4.0497  0.22
H12 1.4755 -1.9567 -2.0686  0.22
H13 1.8701 -0.7688 -3.3270  0.20
H14 2.6697 1.2841 -2.8000  0.20
H15 3.4425 1.4384 -1.2137  0.18
H16 1.8669 3.2710 -1.4945  0.21
H17 0.5459 2.1554 -1.8701  0.21
H18 0.4043 2.8519 0.4966  0.21
H19 2.0681 2.2967 0.7736  0.20
H20 -0.2341 0.5423 -0.1948  0.24
H21 1.1005 2.6892 3.0390  0.22
H22 2.8621 2.9272 4.7383  0.22
H23 4.0557 0.9309 5.5727  0.22
H24 3.4330 -1.3108 4.7230  0.23
H25 -0.3749 -3.4185 3.6759  0.22
H26 0.2455 -2.3008 4.9166  0.22
H27 -0.7542 -1.6782 3.5681  0.24
H28 1.4481 -1.3139 0.1548  0.24
H29 2.6540 -0.0909 0.6041  0.19

Results
2S+1: 1
energy relative to the best compared isomer or geometry (same formula, charge and spin): 2.3859 eV
LUMO level: 0.72 eV
net charge: 0

Entry 3:
The following is a quantum chemistry calculation of a 2-piece molecular cluster, C9H12NO2 overall, from OMol25.

Last column: natural (NBO) charge in e.
Positions of all 24 atoms, in Å:
C1 3.8926 -0.6660 0.3651  -0.14
C2 3.3415 0.1969 1.3218  -0.21
C3 3.1047 -1.0520 -0.6981  -0.23
C4 2.0244 0.4483 1.2710  -0.17
C5 1.8312 -0.7122 -0.8782  -0.16
C6 1.2527 0.0295 0.1755  -0.23
C7 -0.2304 0.4536 0.4183  0.27
C8 -2.4700 0.2301 -1.6435  -0.73
C9 -2.7320 -0.2202 -0.2771  0.77
N1 -3.5026 0.6400 0.5094  -0.77
O1 -0.1841 1.4926 1.2771  -0.65
O2 -2.8240 -1.3941 0.1774  -0.60
H1 4.9675 -0.9737 0.5282  0.24
H2 3.8766 0.5711 2.1802  0.23
H3 3.5779 -1.6976 -1.4627  0.23
H4 1.4988 0.9573 2.0903  0.24
H5 1.2734 -0.9955 -1.7830  0.22
H6 -2.3095 1.2766 -1.6507  0.27
H7 -1.6924 -0.4396 -2.1475  0.26
H8 -3.3506 0.3469 -2.2704  0.28
H9 -4.0709 0.3466 1.2333  0.42
H10 -1.1670 1.7784 1.3567  0.51
H11 -3.7602 1.5311 0.1877  0.41
H12 -2.3475 -2.1482 -0.2806  0.54

Results
2S+1: 1
energy relative to the best compared isomer or geometry (same formula, charge and spin): 3.4987 eV
LUMO level: -3.70 eV
net charge: +1

Entry 4:
The following is a quantum chemistry calculation of a 2-piece molecular cluster, C4H7O2Si overall, from OMol25.

Last column: natural (NBO) charge in e.
Positions of all 14 atoms, in Å:
C1 -0.6515 0.1958 1.0896  -0.44
C2 -0.3844 0.2399 -0.2411  -0.61
C3 0.9297 -0.5096 2.5421  0.99
C4 -1.0778 1.2528 -1.1787  -0.66
O1 0.6077 -1.5395 2.9348  -0.64
O2 1.6953 0.3601 2.5930  -0.65
Si1 0.6195 -1.0967 -1.0277  0.90
H1 -1.1660 1.0820 1.4862  0.13
H2 -0.5329 2.1990 -1.0826  0.20
H3 -2.1422 1.3240 -0.7627  0.20
H4 -1.1660 0.9077 -2.2211  0.19
H5 1.1011 -2.0079 -0.0489  -0.18
H6 1.9832 -0.5624 -1.8644  -0.23
H7 0.1845 -1.8452 -2.2186  -0.21

Results
2S+1: 1
energy relative to the best compared isomer or geometry (same formula, charge and spin): 2.1987 eV
LUMO level: 3.91 eV
net charge: -1

| no. | maximum force (eV/A) | energy (hartree) |
| --- | --- | --- |
| 1 | 4.03 | -437.73414 |
| 2 | 0.61 | -1647.67840 |
| 3 | 4.99 | -555.00910 |
| 4 | 4.54 | -596.53156 |